# 1
# C42H35N8O4PbS

A molecular structure, C42H35N8O4PbS (wB97M-V/def2-TZVPD, the OMol25 dataset).

XYZ file:
```
91
Properties=species:S:1:pos:R:3:forces:R:3
Pb 1.7321 0.1718 -0.2267 1.15 -1.28 -0.55
C 1.4487 0.7143 5.7389 0.04 -0.58 4.07
C 0.3006 1.2552 5.2560 -1.15 0.39 -1.11
C 0.3418 1.7842 3.9766 0.46 -0.03 -0.28
C 1.5472 1.7385 3.2546 -0.27 0.15 -0.25
C 2.7418 1.2960 3.8683 -1.53 0.70 -0.27
C 2.6800 0.8357 5.1657 0.98 -0.78 -0.98
N 1.5387 2.0151 1.8224 -0.84 0.82 -0.16
N 0.5965 2.7416 1.4059 0.94 -0.45 1.18
C 0.4925 2.9112 0.0051 0.51 0.42 -1.19
C -0.0633 4.1166 -0.4543 -0.72 0.31 0.97
C -0.2475 4.3939 -1.8178 0.04 -0.24 0.92
C 0.1234 3.4087 -2.7160 0.24 0.23 -0.51
C 0.7029 2.2154 -2.2860 0.11 -1.08 -1.24
C 0.9199 1.9746 -0.9509 -0.46 0.82 0.55
H 1.3942 0.3326 6.7916 0.16 0.06 -1.09
H -0.6508 1.2235 5.8043 0.60 0.01 -0.18
H -0.5417 2.2087 3.5323 -0.13 -0.03 -0.28
H 3.6746 1.3704 3.3836 0.83 -0.05 -0.80
H 3.5884 0.4109 5.6116 -0.51 0.40 0.06
H -0.4177 4.7990 0.3459 0.31 -0.31 -0.75
H -0.7122 5.3328 -2.1515 0.33 -0.53 0.24
H -0.0016 3.6017 -3.7780 -0.07 -0.22 0.10
H 0.9317 1.3941 -3.0223 -0.17 1.13 0.77
N 5.0396 -2.3709 -2.4924 -1.06 -0.20 0.47
C 4.3972 -3.4518 -1.9346 0.18 -1.18 0.51
C 3.3222 -2.9352 -1.2344 1.45 -0.45 -2.19
N 3.2517 -1.6234 -1.5319 -0.44 1.30 1.14
C 4.3206 -1.2710 -2.1997 -0.65 0.65 0.09
C 4.5542 0.1680 -2.3838 0.91 0.63 -1.66
N 3.8768 1.0956 -1.7336 -0.08 -1.12 0.35
C 4.3364 2.3113 -2.1470 -0.40 0.24 0.18
C 5.3140 2.1486 -3.0579 0.74 0.01 -0.73
N 5.4363 0.7761 -3.2852 -1.47 1.04 2.50
H 5.9256 -2.4290 -2.8873 1.55 0.05 -0.90
H 4.7611 -4.4978 -2.1190 -0.42 1.42 0.43
H 2.5850 -3.4110 -0.6724 -1.02 -0.68 0.65
H 3.8947 3.2405 -1.8087 0.20 -0.21 0.15
H 5.9656 2.9283 -3.4652 -0.36 -0.73 -0.22
H 5.9871 0.3794 -3.9931 0.73 -0.72 -0.73
C -5.2400 2.3958 0.3638 -0.78 1.09 -0.26
C -4.4213 1.3067 -0.2724 -0.48 -0.59 -0.05
C -3.6848 1.9106 -1.4467 0.26 0.28 0.20
C -5.3871 0.1828 -0.7329 0.41 -0.31 0.45
C -3.4693 0.6548 0.7165 2.17 0.80 -1.54
C -3.9475 0.0986 1.8844 -0.45 -0.63 1.08
C -3.2084 -0.7232 2.6966 1.39 0.12 -1.34
C -1.8499 -0.9186 2.3601 -1.56 -0.43 1.61
S -0.6616 -1.7839 3.2896 0.70 0.56 -0.63
C 0.5619 -1.1199 2.2277 -0.02 -1.02 -0.59
N 0.0884 -0.4183 1.2305 -0.77 -0.23 1.07
C -1.3097 -0.2533 1.2994 1.00 0.70 -0.82
C -2.0785 0.5414 0.4286 -0.83 -0.75 1.21
C 2.0193 -1.4626 2.2760 -0.75 1.14 -0.46
C 2.5732 -2.2310 3.2651 0.50 -1.53 1.48
C 3.9371 -2.4619 3.3517 0.57 1.18 -1.99
C 4.7674 -1.7881 2.3940 -0.39 -1.81 1.76
C 4.2355 -1.0212 1.4001 -0.55 0.85 -0.94
C 2.8647 -0.8823 1.3375 -0.99 0.23 -0.31
H -6.1082 2.5855 -0.2955 0.45 0.28 0.28
H -4.7152 3.3435 0.5791 0.06 -0.40 -0.43
H -5.6549 2.1153 1.3013 -0.44 -0.50 0.88
H -4.3691 2.3646 -2.1524 -0.31 0.04 -0.12
H -3.1023 1.1635 -1.9873 0.24 0.16 0.05
H -3.0794 2.7309 -1.0261 0.26 -0.34 -0.51
H -6.2283 0.5017 -1.3108 -0.35 0.72 -0.60
H -5.8409 -0.3551 0.0979 0.18 0.03 0.26
H -4.8507 -0.5460 -1.3221 0.26 -0.31 -0.20
H -4.9528 0.2583 2.2466 -0.29 0.07 -0.53
H -3.7048 -1.2588 3.4518 -0.25 -0.43 1.18
H -1.5099 1.0041 -0.3625 -0.56 0.15 -0.39
H 1.9757 -2.7753 3.9899 -0.38 0.26 -0.07
H 4.3804 -3.1894 4.0257 -0.21 0.33 0.08
H 5.8042 -2.0418 2.4369 0.66 0.29 -0.10
H 4.8041 -0.4961 0.6307 0.28 -0.39 0.33
O 0.4011 -2.6888 -0.6480 -0.70 0.62 -0.36
C -0.1209 -1.9094 -1.4657 -0.62 -2.36 0.09
O 0.3769 -0.8177 -1.8217 0.93 2.35 0.04
C -1.4761 -2.2484 -2.1381 1.59 -0.65 1.41
C -2.1053 -3.3923 -1.6683 1.04 0.16 0.67
C -3.3675 -3.6222 -2.0867 -1.14 -1.54 1.09
C -3.9705 -2.7854 -2.9717 -0.92 -0.17 -0.74
C -3.3653 -1.6648 -3.5059 -0.20 0.03 0.09
C -2.0760 -1.4197 -3.0530 -0.62 -0.38 -0.09
N -5.3187 -3.2488 -3.3703 -1.69 0.50 -0.91
O -5.9987 -2.5043 -4.0940 1.15 -0.84 0.99
O -5.7030 -4.3442 -2.9719 0.36 1.11 -0.42
H -1.6268 -4.0617 -0.9457 -0.06 0.50 -0.30
H -3.9713 -4.4270 -1.6446 0.48 0.27 -0.51
H -3.8867 -0.9861 -4.1776 0.13 -0.35 0.02
H -1.5168 -0.6145 -3.4228 0.55 1.21 -0.38
```
Positions in Å, forces in eV/Å.

The calculation puts the relative energy (zero: lowest compared OMol25 entry of this formula, charge and spin) at 32.1 kJ/mol. Its maximum force is 0.07988 hartree/bohr. Its total energy is -2951.2178 Eh. Its LUMO energy is -3.2615 eV. As for the net charge: +1. Its spin multiplicity is 1. The value obtained for the HOMO-LUMO gap is 0.28712 Ha. The HOMO energy is -11.074 eV.

---

# 2
# C42H36BCrF3O5S

A molecular structure, C42H36BCrF3O5S (wB97M-V/def2-TZVPD, the OMol25 dataset).

XYZ file:
```
89
Properties=species:S:1:pos:R:3:forces:R:3
C 0.4774 -4.2018 3.9672 0.11 -0.59 0.17
C 0.1034 -2.8283 3.5644 -0.55 0.54 0.03
C 0.5624 -1.6300 4.1284 -0.80 1.56 -0.43
C -0.0847 -0.4689 3.6253 1.14 -1.83 1.05
C -1.0850 -0.7752 2.6641 -0.29 -0.68 -0.82
B 2.5253 -0.1579 -0.7678 0.12 0.20 -0.10
C -2.3964 -0.1111 2.5964 0.43 0.69 -0.76
C -2.5617 1.1166 3.2665 0.27 -0.72 0.25
C -3.6654 1.9041 3.0324 0.13 0.10 -0.38
C -4.5502 1.5203 2.0339 -0.34 0.44 -0.11
C -5.4761 2.5497 1.4305 -1.85 1.34 0.44
F -5.2065 2.7691 0.0865 -0.10 -0.59 1.27
F -6.7949 2.1706 1.5274 1.77 0.42 -0.37
F -5.3509 3.7707 2.0409 -0.09 -1.57 -0.78
C -4.5314 0.2370 1.4902 0.66 -0.01 -0.25
C -3.4128 -0.5545 1.7162 0.06 -0.15 0.36
O 3.2026 0.3933 0.3037 -0.62 -1.19 -0.85
C 3.7405 -0.7318 1.0447 0.15 -0.16 -0.54
C 5.2473 -0.6268 0.8518 0.30 -0.08 0.16
C 3.3271 -0.4578 2.4673 0.17 -0.02 0.84
C 3.0679 -2.0320 0.3408 0.65 0.19 -0.11
C 4.0531 -2.9426 -0.3886 0.15 -0.13 0.11
C 2.1580 -2.7552 1.2801 -0.38 -0.54 0.37
O 2.2314 -1.5099 -0.7235 0.43 1.30 0.58
S -1.1220 -2.5474 2.4013 0.28 0.22 0.41
H 1.0826 -4.2410 4.8853 -0.27 0.30 -0.30
H -0.4519 -4.7641 4.1395 0.29 -0.02 -0.02
H 1.0490 -4.7489 3.1995 -0.28 0.31 0.03
H 1.3042 -1.6330 4.9115 0.14 0.15 -0.03
H 0.0997 0.5544 3.9516 0.12 -0.34 -0.02
H -1.8005 1.4669 3.9563 -0.21 -0.05 -0.02
H -3.7619 2.8394 3.5637 -0.10 0.14 -0.21
H -5.3431 -0.1011 0.8492 0.20 0.11 0.00
H -3.3120 -1.5047 1.1891 -0.12 0.11 0.32
H 5.7912 -1.4842 1.2557 -0.08 0.05 -0.06
H 5.5091 -0.4908 -0.2006 -0.12 -0.26 0.07
H 5.6207 0.2663 1.3568 -0.12 -0.06 0.08
H 3.5097 -1.2833 3.1671 -0.09 0.08 -0.24
H 3.9103 0.3861 2.8407 0.04 0.00 -0.05
H 2.2808 -0.1371 2.5188 0.14 -0.32 -0.02
H 4.7198 -3.4709 0.3039 -0.11 0.11 -0.18
H 3.4929 -3.6816 -0.9777 0.08 0.13 0.29
H 4.6556 -2.3688 -1.1068 -0.13 -0.15 0.32
H 2.7245 -3.2477 2.0857 -0.27 0.22 -0.17
H 1.4106 -2.0562 1.6776 0.55 -0.09 0.09
H 1.5626 -3.5094 0.7548 0.30 -0.10 -0.12
O -2.6618 2.1474 -5.8208 -0.24 -3.90 3.95
C -2.6623 1.3225 -4.9935 -0.28 4.50 -5.07
Cr -2.3216 0.0386 -3.6102 -0.04 0.08 0.05
C -1.1491 1.3861 -2.9910 5.39 5.88 2.10
O -0.3871 2.2328 -2.7406 -3.83 -4.09 -1.05
C -0.9095 -0.5365 -4.7307 4.89 -1.66 -5.12
O -0.0797 -0.7919 -5.5149 -4.22 0.90 3.81
C -4.3348 -0.7317 -3.6689 -1.02 -0.68 -0.29
C -4.2369 0.1571 -2.5849 -0.49 0.54 0.11
C -3.1811 0.0083 -1.6783 -0.44 0.01 1.38
C -2.2889 -1.1093 -1.7095 0.85 0.05 0.32
C -1.1759 -1.1740 -0.7975 1.09 1.40 0.51
C -0.2902 -0.6517 -0.0599 -2.70 -1.27 -0.44
C 0.2600 -0.0282 1.0264 -0.23 1.17 -0.13
C 2.3948 0.6309 -2.0731 0.15 0.23 0.57
C 1.9379 -0.0413 -3.2071 0.32 0.77 -0.10
C 2.3832 0.3694 -4.4509 0.04 0.55 -0.01
C 3.2234 1.5023 -4.5254 0.02 0.23 -0.13
C 3.6182 2.2446 -3.3912 -0.39 -0.41 -0.23
C 3.2183 1.7699 -2.1407 -0.36 0.00 -0.64
C 0.3137 1.4655 0.9940 -0.85 0.30 0.35
C -0.9877 1.9778 0.7567 -0.42 -0.18 -0.15
C -1.2873 3.3343 0.7661 0.34 0.33 0.18
C -0.2922 4.2468 1.1496 0.06 -0.13 -0.16
C 1.0040 3.7735 1.4375 -0.30 -0.06 -0.20
C 1.3249 2.4193 1.2802 0.09 -0.32 0.53
C -2.4004 -1.9452 -2.8443 0.62 -1.29 0.61
C -3.4388 -1.8052 -3.7805 -0.86 -0.46 -0.61
H -5.0960 -0.5679 -4.4322 0.15 -0.14 0.19
H -4.9475 0.9887 -2.4663 0.46 -0.35 -0.15
H -3.0653 0.7327 -0.8787 -0.03 -0.01 -0.13
H 1.2637 -0.8770 -3.0682 0.21 -0.39 -0.07
H 2.0706 -0.1914 -5.3359 0.49 0.48 0.16
H 3.5615 1.8266 -5.5093 -0.01 -0.08 0.23
H 4.2342 3.1532 -3.4649 -0.30 -0.61 -0.18
H 3.5382 2.2516 -1.2111 0.00 -0.22 -0.44
H -1.7934 1.2389 0.6395 0.34 0.60 -0.20
H -2.2961 3.6760 0.5092 0.38 -0.11 0.22
H -0.5110 5.3261 1.2017 0.12 -0.69 0.04
H 1.7631 4.4884 1.7930 -0.32 -0.52 -0.43
H 2.3588 2.0954 1.3862 -0.36 0.05 0.14
H -1.6551 -2.7317 -2.9465 -0.23 0.04 -0.13
H -3.5312 -2.5124 -4.6147 0.16 0.40 0.30
```
Positions in Å, forces in eV/Å.

The calculation puts the relative energy (zero: lowest compared OMol25 entry of this formula, charge and spin) at 168.3 kJ/mol. Its maximum force is 0.16042 hartree/bohr. Its total energy is -3764.2323 Eh. Its LUMO energy (spin up / spin down) is -10.5879 / -12.2943 eV. As for the net charge: +3. The expectation value of S² is 3.82. Its spin multiplicity is 4. The value obtained for the HOMO-LUMO gap (spin up / spin down) is 0.19306 / 0.13045 Ha. The HOMO energy (spin up / spin down) is -15.841 / -15.844 eV.